Density functional theory data (ωB97M-V/def2-TZVPD) for a molecular structure, C57H55N7OP2RuS.

Atoms and positions in Å:
1 Ru 0.917 1.008 0.380
2 C -4.592 -6.377 -9.754
3 O -4.883 -5.003 -9.370
4 C -4.290 -4.437 -8.373
5 C -4.690 -3.085 -8.119
6 C -4.125 -2.397 -7.100
7 C -3.136 -3.007 -6.276
8 C -2.753 -4.359 -6.537
9 C -3.306 -5.064 -7.557
10 C -2.507 -2.328 -5.205
11 N -1.617 -2.892 -4.377
12 C -1.252 -1.933 -3.522
13 C -1.917 -0.734 -3.804
14 N -2.707 -1.002 -4.867
15 C -1.704 0.472 -3.057
16 C -2.321 1.701 -3.299
17 C -1.984 2.780 -2.518
18 C -1.048 2.611 -1.504
19 N -0.468 1.444 -1.238
20 C -0.777 0.377 -2.005
21 C -0.089 -0.872 -1.685
22 N 0.739 -0.843 -0.613
23 C 1.282 -2.004 -0.243
24 C 1.125 -3.194 -0.950
25 C 0.330 -3.215 -2.069
26 C -0.318 -2.030 -2.427
27 H -5.251 -6.571 -10.590
28 H -4.821 -7.038 -8.921
29 H -3.551 -6.448 -10.060
30 H -5.445 -2.655 -8.762
31 H -4.445 -1.380 -6.918
32 H -2.002 -4.807 -5.902
33 H -3.003 -6.082 -7.752
34 H -3.312 -0.351 -5.341
35 H -3.046 1.815 -4.096
36 H -2.425 3.752 -2.685
37 H -0.718 3.433 -0.884
38 H 1.858 -2.009 0.668
39 H 1.630 -4.079 -0.586
40 H 0.174 -4.117 -2.646
41 C -0.049 -0.781 3.270
42 N 1.314 -1.248 3.152
43 C 2.310 -0.207 3.309
44 P 2.796 0.449 1.669
45 C 3.873 -0.780 0.880
46 C 4.081 -0.683 -0.498
47 C 4.949 -1.548 -1.143
48 C 5.609 -2.533 -0.417
49 C 5.405 -2.640 0.950
50 C 4.548 -1.761 1.600
51 C 3.981 1.785 2.041
52 C 4.834 2.247 1.042
53 C 5.730 3.274 1.297
54 C 5.797 3.842 2.561
55 C 4.964 3.378 3.568
56 C 4.059 2.358 3.308
57 C 1.633 -2.598 3.471
58 C 0.943 -3.643 2.859
59 C 1.242 -4.964 3.161
60 C 2.248 -5.269 4.063
61 C 2.932 -4.235 4.685
62 C 2.619 -2.913 4.407
63 P -0.685 0.250 1.836
64 C -1.715 1.515 2.649
65 C -2.014 2.704 1.992
66 C -2.917 3.605 2.537
67 C -3.517 3.343 3.761
68 C -3.227 2.159 4.426
69 C -2.346 1.246 3.865
70 C -2.023 -0.753 1.055
71 C -3.289 -0.204 0.828
72 C -4.292 -0.949 0.221
73 C -4.059 -2.260 -0.163
74 C -2.811 -2.823 0.064
75 C -1.809 -2.073 0.660
76 H -0.142 -0.138 4.156
77 H -0.724 -1.625 3.413
78 H 3.170 -0.509 3.901
79 H 1.866 0.639 3.845
80 H 3.555 0.070 -1.078
81 H 5.117 -1.453 -2.208
82 H 6.287 -3.211 -0.918
83 H 5.919 -3.404 1.519
84 H 4.416 -1.857 2.670
85 H 4.813 1.810 0.052
86 H 6.387 3.620 0.511
87 H 6.509 4.631 2.764
88 H 5.028 3.799 4.563
89 H 3.439 2.004 4.120
90 H 0.151 -3.428 2.157
91 H 0.682 -5.758 2.685
92 H 2.486 -6.299 4.293
93 H 3.700 -4.454 5.415
94 H 3.139 -2.132 4.946
95 H -1.547 2.923 1.042
96 H -3.165 4.512 1.998
97 H -4.220 4.046 4.186
98 H -3.703 1.934 5.371
99 H -2.182 0.310 4.384
100 H -3.514 0.807 1.133
101 H -5.267 -0.503 0.073
102 H -4.850 -2.848 -0.610
103 H -2.619 -3.854 -0.207
104 H -0.855 -2.546 0.835
105 C 0.548 5.868 3.834
106 N 0.492 4.632 3.048
107 C 0.625 3.438 3.866
108 C 0.566 4.598 1.716
109 S 1.421 3.328 0.872
110 N 0.121 5.660 1.019
111 C 0.572 5.979 -0.333
112 C -0.947 6.547 1.484
113 H 1.312 5.730 4.599
114 H -0.400 6.085 4.327
115 H 0.842 6.704 3.210
116 H -0.203 3.401 4.576
117 H 1.565 3.474 4.417
118 H 0.598 2.558 3.235
119 H 1.503 5.474 -0.561
120 H 0.727 7.056 -0.393
121 H -0.187 5.710 -1.071
122 H -1.462 6.111 2.332
123 H -1.658 6.662 0.664
124 H -0.573 7.536 1.747

As for the total charge: +3. As for the multiplicity: 2. The highest occupied orbital energy (alpha / beta) is -13.83 / -13.83 eV. The gap between HOMO and LUMO (alpha / beta) is 6.22 / 3.87 eV. The expectation value of S² is 0.79. For the energy relative to the best compared isomer or geometry (same formula, charge and spin), the calculation gives 26.3 kJ/mol.

Atom charges from the Mulliken analysis, given in e for atoms 1 to 99:
1 Ru -0.2892
2 C -0.8319
3 O -0.3750
4 C 0.9762
5 C -0.7698
6 C -0.5330
7 C 0.4800
8 C -0.6899
9 C -0.4937
10 C 0.0903
11 N -0.7954
12 C 0.9570
13 C -0.0551
14 N -0.0464
15 C 1.2056
16 C -0.9417
17 C -1.3109
18 C 0.3565
19 N -0.0893
20 C 0.1618
21 C -0.7079
22 N 0.6251
23 C -0.6811
24 C -1.2429
25 C -0.8761
26 C 0.6868
27 H 0.2553
28 H 0.3773
29 H 0.3793
30 H 0.4805
31 H 0.3231
32 H 0.5211
33 H 0.4858
34 H 0.2130
35 H 0.4948
36 H 0.5490
37 H -0.1260
38 H 0.2620
39 H 0.7105
40 H 0.6398
41 C -2.2755
42 N 0.9662
43 C -2.4002
44 P 2.0003
45 C 0.9869
46 C -0.3690
47 C -0.9651
48 C -0.7746
49 C -0.8175
50 C -0.4414
51 C 0.9213
52 C -0.4897
53 C -0.8620
54 C -0.6287
55 C -0.8733
56 C -0.6419
57 C 0.4844
58 C 0.2491
59 C -1.0905
60 C -0.6746
61 C -0.8209
62 C -0.5262
63 P 3.8693
64 C 0.9843
65 C 0.3295
66 C -0.7381
67 C -0.9974
68 C -1.1139
69 C -1.2116
70 C 1.1475
71 C -0.7297
72 C -1.0381
73 C -0.8047
74 C -0.7801
75 C 0.1430
76 H 0.6168
77 H 0.6940
78 H 0.9056
79 H 0.1075
80 H 0.4836
81 H 0.4754
82 H 0.4509
83 H 0.5049
84 H 0.4069
85 H 0.4180
86 H 0.4813
87 H 0.4498
88 H 0.4843
89 H 0.5252
90 H 0.3601
91 H 0.4441
92 H 0.4352
93 H 0.4648
94 H 0.5704
95 H -0.4468
96 H 0.6215
97 H 0.4525
98 H 0.4782
99 H 0.4919